1.
ORCA calculation (the ωB97M-V functional and the def2-TZVPD basis) on a molecular structure, C21H56AsF6O22S7V.

LUMO level (spin up / spin down) = -3.63 / -2.65 eV
orbital gap (spin up / spin down) = 9.24 / 10.23 eV
expectation value of S² = 0.921
maximum force = 5.73 eV/A
ΔE to the lowest compared entry with this formula, charge and spin = 624.6 kJ/mol
M = 1124.98 g/mol
energy = -9054.98642 hartree

The geometry in ORCA input format:
```
! wB97M-V def2-TZVPD RIJCOSX def2/J DEFGRID3
* xyz 1 2
O 0.02111 -1.78727 0.23256
V 0.19673 -0.30805 -0.48268
As 1.81788 -2.01927 -3.58420
F 0.93957 -3.57748 -3.35550
F 3.29194 -2.79120 -3.05357
F 2.57116 -0.42187 -3.61153
F 0.34973 -1.35528 -4.23483
F 1.36139 -1.53133 -1.87028
F 2.25429 -2.34786 -5.35695
O 1.25359 -3.21170 2.71459
S 1.87888 -1.95371 3.15081
O 1.73987 -0.76188 2.29637
O 1.13180 -1.55029 4.60330
C -0.22373 -1.14089 4.58126
C -1.17406 -2.19180 5.22068
C 3.56031 -2.15551 3.78032
H -0.52740 -1.04936 3.53843
H -0.37685 -0.23164 5.16258
H -0.76884 -2.54193 6.17006
H -1.08349 -3.08491 4.60242
H -2.23115 -1.92606 5.22701
H 3.60573 -3.21810 4.01895
H 3.74027 -1.43948 4.58220
H 4.30103 -1.96437 3.00385
O 4.29232 0.94552 1.10618
S 3.55584 0.93829 -0.09837
O 2.13606 0.56819 -0.26930
O 3.71802 2.47522 -0.79915
C 4.95572 3.03214 -1.03666
C 4.58212 4.42631 -1.51886
C 4.60431 -0.00121 -1.44498
H 5.46513 2.53811 -1.86403
H 5.51922 2.96927 -0.10574
H 5.35062 5.18850 -1.64763
H 3.79992 4.84910 -0.88838
H 4.08265 4.45064 -2.48738
H 4.17826 -1.00445 -1.45447
H 5.65271 0.03453 -1.14884
H 4.33671 0.54208 -2.35125
O 0.09307 1.61630 1.15632
S 0.22775 2.50443 2.31991
O -0.85754 3.35575 2.73918
O 0.79006 1.61521 3.57724
C 1.03084 2.17705 4.82844
C 2.10392 1.37615 5.47714
C 1.70988 3.62707 2.02628
H 0.17788 2.19895 5.50674
H 1.31698 3.22825 4.79360
H 2.69622 1.85659 6.25591
H 2.85565 1.53226 4.70343
H 2.07107 0.30639 5.68363
H 1.51277 4.30042 1.19211
H 2.54573 2.98320 1.75264
H 1.96596 4.17155 2.93516
O -1.27952 -0.92978 -1.88263
S -2.46086 -0.74901 -2.76891
O -3.65038 -0.17343 -2.14088
O -1.94310 0.10430 -4.10220
C -2.90648 0.62079 -5.01771
C -2.21791 1.65121 -5.98923
C -2.88920 -2.38803 -3.41633
H -3.62582 1.16503 -4.40579
H -3.41534 -0.08076 -5.67876
H -3.01994 2.20781 -6.47405
H -1.53968 1.32049 -6.77582
H -1.73272 2.40186 -5.36535
H -3.48659 -2.89850 -2.66091
H -1.93292 -2.88085 -3.59176
H -3.40433 -2.15797 -4.34897
O -2.39362 -2.93033 -0.21872
S -2.46926 -4.37106 -0.02439
O -3.78633 -4.99712 -0.20394
O -1.39821 -5.16766 -1.01599
C -1.69923 -6.43393 -1.55672
C -0.26861 -6.99491 -1.71453
C -1.68604 -4.90402 1.56554
H -2.26211 -6.47879 -2.48906
H -2.13117 -7.10489 -0.81419
H 0.25540 -6.56330 -2.56731
H -0.26869 -8.05928 -1.94949
H 0.31497 -7.02703 -0.79447
H -0.75751 -4.33455 1.60572
H -1.46801 -5.97065 1.51195
H -2.32295 -4.64214 2.41045
O -0.08587 1.53176 -1.74953
S -0.02360 2.99479 -1.85460
O 1.09340 3.71972 -1.27147
O -0.01997 3.37526 -3.51411
C 1.34456 3.39920 -4.00225
C 1.25419 4.58167 -5.04950
C -1.47789 3.84551 -1.19705
H 1.47861 2.38682 -4.38333
H 2.12939 3.48967 -3.25128
H 1.11949 5.49382 -4.46818
H 0.49059 4.69901 -5.81842
H 2.17960 4.51204 -5.62122
H -1.32602 3.83769 -0.11771
H -2.33639 3.27366 -1.54927
H -1.40787 4.84398 -1.62863
O -3.71892 1.84691 0.55264
S -3.03511 0.63576 1.07164
O -1.86141 0.14222 0.34544
O -2.64059 0.79388 2.64323
C -3.54701 1.57824 3.46824
C -3.88680 0.80701 4.73219
C -4.41961 -0.69626 1.26049
H -4.56436 1.67748 3.08974
H -3.27281 2.63236 3.50990
H -3.83011 1.62188 5.45390
H -3.04314 0.20110 5.06267
H -4.87319 0.38185 4.91762
H -5.38514 -0.32083 1.59945
H -3.99728 -1.41217 1.96562
H -4.59056 -1.34757 0.40336
*
```

Mulliken population analysis, charges in e, atoms 1 to 4: number 1, O, carries -0.27; number 2, V, carries 1.54; number 3, As, carries 1.93; number 4, F, carries -0.52

=====

2.
ORCA calculation (the ωB97M-V functional and the def2-TZVPD basis) on a molecular structure, C21H56B2CuF8O21S7.

LUMO level (spin up / spin down) = -0.43 / -4.23 eV
orbital gap (spin up / spin down) = 10.27 / 6.47 eV
expectation value of S² = 0.751
maximum force = 5.33 eV/A
M = 1106.28 g/mol
energy = -7690.32320 hartree

The geometry in ORCA input format:
```
! wB97M-V def2-TZVPD RIJCOSX def2/J DEFGRID3
* xyz 0 2
Cu -1.00338 1.85174 1.59220
B 0.22788 -0.33882 1.05906
F -0.47171 0.32959 0.10881
F 1.54303 -0.12507 0.96590
F -0.21823 -0.00989 2.27631
F 0.08406 -1.71557 1.03159
B -3.80783 1.54963 1.52687
F -2.76697 0.67839 1.66078
F -3.23649 2.60209 0.84110
F -4.83497 0.95734 0.80374
F -4.18813 1.90121 2.81286
O 2.84793 3.61592 3.16918
S 2.47194 3.18775 1.83483
O 1.12265 2.55593 1.62057
O 2.52027 4.47645 0.84112
C 2.44222 5.77418 1.47141
C 2.81459 6.78609 0.41356
C 3.87878 2.23797 0.98520
H 3.14317 5.97161 2.28246
H 1.42274 5.94736 1.81603
H 2.10907 7.60328 0.26338
H 3.09366 6.50841 -0.60285
H 3.68524 7.36732 0.71733
H 4.82584 2.75798 0.84111
H 3.44988 2.09030 -0.00594
H 4.10493 1.28809 1.46964
O -3.55801 -3.35871 5.36655
S -2.40320 -2.93982 4.44670
O -1.67188 -1.72753 4.68947
O -1.38222 -4.21904 4.14823
C -0.48901 -4.14049 3.07968
C 0.35156 -5.36282 3.17484
C -3.30297 -2.72181 2.81271
H 0.18311 -3.28238 3.07810
H -1.04894 -3.90235 2.17530
H -0.12336 -6.32820 2.99993
H 0.88798 -5.43923 4.12063
H 1.25056 -5.21378 2.57677
H -4.21820 -2.15298 2.97670
H -3.61774 -3.65124 2.33818
H -2.64234 -2.23547 2.09499
O -1.81160 3.03991 5.87898
S -0.71027 2.28851 5.22953
O -0.90420 1.94385 3.86292
O 0.74971 3.12930 5.44388
C 0.73813 4.00288 6.54317
C 2.00011 4.71711 6.62295
C -0.33318 0.84543 6.30066
H 0.57675 3.29663 7.35758
H -0.09325 4.69162 6.39302
H 2.07505 5.30071 7.54050
H 2.12295 5.48824 5.86244
H 2.89489 4.12233 6.80654
H 0.60108 0.42091 5.93320
H -1.09163 0.09097 6.09169
H -0.41191 1.26367 7.30414
O 1.79061 0.48661 -5.98956
S 3.12954 -0.25581 -6.15691
O 4.27550 0.33531 -6.85365
O 3.62714 -0.80756 -4.67115
C 2.68380 -1.02314 -3.68233
C 3.33952 -0.73975 -2.36049
C 2.86285 -1.97323 -7.11053
H 2.51201 -2.09829 -3.73369
H 1.75010 -0.46644 -3.76213
H 3.60431 -1.60994 -1.75987
H 2.76028 -0.05987 -1.73570
H 4.26524 -0.18017 -2.49467
H 2.60452 -1.67963 -8.12795
H 2.08157 -2.45461 -6.52231
H 3.77035 -2.57554 -7.06865
O -1.13467 -6.34069 -2.21622
S -1.07317 -6.42875 -0.72061
O -1.01846 -7.67370 -0.01873
O 0.29591 -5.56759 -0.28908
C 0.53835 -4.40861 -1.07753
C 1.96074 -4.04907 -0.73125
C -2.31939 -5.42261 0.06994
H -0.15472 -3.60765 -0.82022
H 0.47394 -4.64729 -2.13913
H 2.10009 -3.45392 0.17125
H 2.36741 -3.43217 -1.53260
H 2.56309 -4.94054 -0.55639
H -3.16940 -5.72174 -0.54334
H -2.13750 -4.36597 -0.12639
H -2.42594 -5.83698 1.07246
O -0.68437 1.69890 -2.63528
S -0.48922 2.90998 -1.86229
O -0.69799 2.86105 -0.40661
O 1.03678 3.50733 -2.21055
C 1.61812 3.17130 -3.43800
C 3.07206 3.51578 -3.54638
C -1.56313 4.21456 -2.55208
H 1.04272 3.85854 -4.05824
H 1.49864 2.18413 -3.88446
H 3.60388 2.68703 -3.07900
H 3.38157 4.41737 -3.01775
H 3.47622 3.67777 -4.54564
H -1.39641 5.14687 -2.01254
H -2.56144 3.85116 -2.30831
H -1.39792 4.34267 -3.62185
O -3.60363 -3.52755 -2.20801
S -2.80454 -2.52241 -2.99079
O -1.50505 -2.85676 -3.63594
O -3.78821 -1.90214 -4.20657
C -5.05675 -1.48656 -3.72940
C -5.98806 -1.59460 -4.90097
C -2.50625 -1.06522 -1.91341
H -4.99513 -0.47623 -3.32500
H -5.55615 -2.09514 -2.97551
H -6.97540 -1.23877 -4.60661
H -6.04004 -2.65291 -5.15670
H -5.69675 -0.94864 -5.72920
H -3.32593 -0.97855 -1.20018
H -2.25090 -0.18773 -2.50747
H -1.64845 -1.32736 -1.29407
*
```

Mulliken population analysis, charges in e, atoms 1 to 4: number 1, Cu, carries 1.71; number 2, B, carries -0.37; number 3, F, carries -0.09; number 4, F, carries -0.11